A cluster of 2 separate species, C4H13NO2 in total, computed with the ωB97M-V functional and the def2-TZVPD basis.

XYZ file:
```
20
Properties=species:S:1:pos:R:3:forces:R:3
O -1.64465 -2.64892 -0.93543 -0.51 -0.34 0.25
O 2.34390 0.39678 2.01008 -0.04 0.15 0.07
N -1.75704 0.76811 -1.30185 -0.26 -0.65 0.45
C 0.15672 0.16182 0.94455 -0.19 0.03 0.76
C -0.30379 0.74100 -1.46010 -0.94 0.51 0.03
C 0.38783 -0.24488 -0.50302 -0.73 1.16 -0.77
C 1.23337 1.12367 1.45510 0.39 -1.09 -0.47
H 1.44852 -0.15343 -0.73413 0.26 -0.53 0.04
H 0.88489 1.79442 2.23535 -0.04 0.15 -0.13
H -2.41604 -2.08559 -1.07577 0.22 0.21 -0.08
H -2.32512 0.63866 -2.11603 0.07 0.24 -0.11
H -0.16360 0.49845 -2.51065 0.45 -0.26 -0.02
H -2.19352 1.32037 -0.58050 0.28 0.06 -0.24
H -0.82926 0.60474 1.14102 0.04 -0.03 -0.48
H -1.90397 -3.17491 -0.16634 0.21 0.01 -0.17
H 2.99388 0.25248 1.31729 -0.05 -0.04 0.05
H -0.03563 -1.20512 -0.76643 0.39 -0.32 0.30
H 0.16262 -0.71268 1.58628 0.16 -0.22 0.20
H 0.07625 1.75619 -1.33763 0.33 0.13 0.09
H 1.59580 1.62761 0.56127 -0.03 0.84 0.21
```
Forces are in eV/Å.

Computed properties:
Total charge: 0
Frontier orbital gap, eV: 9.71
SMILES: NCCCCO.O

The ion C5H6N with charge +1, computed with the ωB97M-V functional and the def2-TZVPD basis.

XYZ file:
```
12
Properties=species:S:1:pos:R:3:forces:R:3
N 0.94381 1.51041 0.39613 -0.59 -3.29 2.77
C 0.28109 1.36506 -0.86272 4.13 -1.44 0.29
C -0.52581 0.22742 -0.90689 -1.37 -2.86 0.48
C -0.55553 -1.78274 0.76060 1.00 0.86 -1.76
C 0.64601 0.37812 1.03123 1.47 2.22 1.11
C -0.25162 -0.47747 0.33618 -1.02 -1.34 -1.14
H -1.39251 -2.27266 0.30644 -0.42 -0.37 -0.14
H -0.18442 2.21188 -1.08388 -2.27 3.97 -1.54
H 1.16211 1.31583 -1.58115 -1.02 -0.11 -0.01
H -1.12749 -0.04272 -1.79543 0.27 -0.10 0.82
H 0.14983 -2.44496 1.32380 -0.85 1.14 0.19
H 0.85452 0.01184 2.07570 0.65 1.32 -1.06
```
Forces are in eV/Å.

Computed properties:
Total charge: +1
Frontier orbital gap (alpha / beta), eV: 7.69 / 7.69

A cluster of 2 separate species, C18H22N2O6 in total, computed with the ωB97M-V functional and the def2-TZVPD basis.

XYZ file:
```
48
Properties=species:S:1:pos:R:3:forces:R:3
O 4.34447 -1.58503 -3.86504 -0.42 0.66 0.39
O -0.90003 0.92067 2.54732 0.25 -0.13 -0.34
O 3.94113 -2.86032 -1.60538 0.07 -0.09 -0.20
O 1.43956 1.34504 0.50780 0.55 -0.81 -0.23
O -3.62850 0.86686 -1.54241 -0.15 -0.18 0.24
O -2.81607 -1.95990 2.01509 -0.90 0.02 0.60
N -2.89192 0.83644 3.50157 -1.16 -0.20 0.39
N -2.00898 1.05020 0.00031 0.79 -0.09 1.82
C -2.59074 -1.22984 0.83097 0.90 -0.67 -0.36
C -1.25446 -1.73321 0.28150 -0.34 0.57 -0.57
C -2.68089 0.29596 1.07088 -0.20 0.38 -0.41
C 3.00758 -1.87162 0.26507 -1.32 2.31 1.11
C 3.41738 -1.85394 -1.13495 0.31 -0.10 -0.44
C -2.52821 1.27873 -1.20196 -1.01 -0.03 -1.25
C 2.05416 -0.82509 2.33136 0.03 0.17 -0.35
C -1.68255 2.07937 -2.16288 0.02 -0.10 0.11
C 3.55522 0.64197 -3.98966 -0.21 0.60 -0.03
C 2.10125 0.42113 0.04313 -0.90 1.20 0.30
C 2.38719 -0.78291 0.85682 1.41 -2.57 -0.15
C 2.60225 0.49476 -1.35151 0.52 0.15 -1.34
C -4.33843 0.62160 3.56654 0.18 0.00 -0.32
C 3.24718 -0.62504 -1.93759 -0.40 0.61 0.35
C 2.92884 1.74922 -3.41776 0.25 -0.84 0.12
C 2.45569 1.67442 -2.10683 -0.14 -0.27 0.58
C 3.71752 -0.53443 -3.26176 0.37 -1.03 -0.01
C -2.10053 0.70874 2.43076 0.90 0.06 -0.32
H -1.25570 -2.82336 0.25311 -0.10 0.07 0.06
H 3.92557 0.68130 -5.00895 -0.01 -0.08 0.13
H -3.73678 0.55976 1.05323 -0.08 0.04 -0.14
H 1.97442 2.54550 -1.66785 0.07 -0.28 0.08
H 4.36172 -2.32902 -3.21813 -0.05 0.20 -0.07
H -3.36658 -1.50181 0.11423 -0.14 0.04 0.19
H -1.10920 -1.36744 -0.73480 0.22 0.00 -0.01
H -2.41924 1.12271 4.34541 0.10 -0.03 -0.16
H -1.60595 3.10326 -1.80315 0.16 0.10 -0.04
H -4.60213 -0.33690 3.11309 0.03 0.09 0.10
H -0.43997 -1.38509 0.90794 0.24 0.08 0.09
H -4.66373 0.61184 4.60834 0.15 0.03 -0.14
H -1.08866 1.41871 0.21233 -0.03 -0.17 0.16
H -2.15703 2.06809 -3.14272 0.01 0.00 0.15
H 3.22885 -2.76744 0.83486 -0.02 0.04 -0.13
H -1.99668 -1.95652 2.51612 0.11 -0.03 0.15
H 0.97712 -0.76199 2.48992 0.02 0.28 0.02
H 2.52424 0.02064 2.84315 -0.21 -0.03 -0.06
H -0.69217 1.63457 -2.23102 0.21 0.13 -0.03
H 2.41328 -1.74947 2.79344 0.03 0.11 -0.24
H -4.86028 1.42418 3.04086 -0.12 -0.05 0.09
H 2.81078 2.66476 -3.99080 0.02 -0.16 0.10
```
Forces are in eV/Å.

Computed properties:
Total charge: 0
Frontier orbital gap, eV: 7.57
SMILES: CNC(=O)[C@@H](NC(C)=O)[C@@H](C)O.CC1=CC(=O)c2c(O)cccc2C1=O

An isolated molecule of C4H9OPS, computed with the ωB97M-V functional and the def2-TZVPD basis.

XYZ file:
```
16
Properties=species:S:1:pos:R:3:forces:R:3
S -0.29035 1.50062 1.39003 1.42 -1.15 -1.39
P 1.48520 1.63424 -0.03907 -1.84 1.09 -0.87
O 0.29325 1.82999 2.70310 -0.29 -0.10 0.83
C -0.96443 -0.91931 -0.04475 1.04 -0.77 -0.14
C 0.59462 0.66726 -1.35841 -3.44 -0.07 2.77
C -0.63394 -0.40747 1.33234 0.14 3.27 -1.98
C 0.16227 -0.79640 -1.06880 -1.24 1.08 -0.86
H -1.21667 -1.97838 0.08030 0.08 -0.04 -0.11
H 1.01844 0.80740 -2.27215 1.57 0.12 -2.57
H -0.44487 1.15715 -1.48212 1.52 -0.12 0.19
H -1.50477 -0.33725 1.87403 -1.85 -0.60 1.83
H -0.19074 -1.17981 -2.04449 0.18 -0.19 0.51
H 0.88275 -1.43176 -0.67111 2.06 -0.95 0.15
H -1.83883 -0.48656 -0.44928 -1.16 0.83 -0.15
H 2.44659 0.69641 0.21533 0.42 -1.17 0.88
H 0.20149 -0.75613 1.83505 1.41 -1.22 0.93
```
Forces are in eV/Å.

Computed properties:
Total charge: 0
Frontier orbital gap, eV: 9.16
SMILES: O=S1#[PH]CCCC1

A cluster of 2 separate species, CF3NO2S in total, computed with the ωB97M-V functional and the def2-TZVPD basis.

XYZ file:
```
8
Properties=species:S:1:pos:R:3:forces:R:3
S -0.70204 1.62034 0.79406 -0.88 -0.14 -0.60
F 0.71555 -0.80819 -2.01362 -0.10 -0.51 -0.38
F -0.45629 -1.85176 -0.46777 -0.07 -0.52 -0.46
F 1.73040 -1.95355 -0.44440 0.03 -0.49 -0.35
O -1.16736 2.78103 1.48926 0.15 -0.38 -0.21
O -1.53509 0.93529 -0.15667 0.13 0.51 0.48
N 0.67737 1.09579 1.03625 0.62 -0.49 -0.07
C 0.66759 -1.30908 -0.81817 0.11 2.02 1.58
```
Forces are in eV/Å.

Computed properties:
Total charge: 0
Frontier orbital gap (alpha / beta), eV: 11.25 / 6.34

Quick rundown of E, same order as above: -9943.21652; -6761.20220; -34289.17250; -26463.44167; -25604.08486 eV
Quick rundown of energy above the lowest of the compared OMol25 structures with the same formula, charge and spin, same order as above: 0.9801; 3.9753; 0.6285; 3.0117; 3.8856 eV